No. 1
C38H42Cl3N3O4SSiTl as an isolated structure, computed with ωB97M-V/def2-TZVPD.

Structure (XYZ):
```
93
Properties=species:S:1:pos:R:3:mulliken_charge:R:1
Tl -0.6672 1.0840 1.0777 1.5088
C -5.2673 0.0350 2.2453 -1.3898
C -4.9443 0.5764 0.8508 0.2539
C -4.2428 1.9290 0.9428 -0.8792
C -4.2443 -0.4582 -0.0198 0.7261
C -4.9161 -0.8728 -1.1680 -1.3325
C -4.4331 -1.8903 -1.9733 -1.5110
C -3.2515 -2.5189 -1.6259 -0.4391
C -2.5288 -2.1219 -0.5079 1.3248
C -1.2440 -2.8576 -0.1714 1.6134
C -1.5584 -4.2766 0.3099 -1.9921
C -0.2552 -2.8752 -1.3364 -0.8906
C -3.0196 -1.0731 0.2958 0.1643
N -2.2067 -0.6345 1.3754 0.6971
C -2.0789 -1.4417 2.4373 -0.1008
O -2.8250 -2.3580 2.7806 -0.7401
C -0.8051 -1.2233 3.2385 -0.0890
C -0.5471 -1.7937 4.4737 -0.6846
C 0.7147 -1.5998 5.0242 -0.7707
C 1.6842 -0.8756 4.3406 -0.6328
C 1.3428 -0.3392 3.1097 -0.7559
N 0.1330 -0.5329 2.6150 0.3950
C 2.3020 0.4353 2.2208 0.2307
O 3.4676 0.5659 2.6084 -0.8141
N 1.7492 0.8563 1.0815 1.1390
C 2.6026 1.3516 0.0670 -0.0536
C 3.3413 0.4496 -0.7247 1.0520
C 4.1070 0.9486 -1.7730 -0.9054
C 4.1416 2.3031 -2.0596 -1.4050
C 3.4183 3.1823 -1.2704 -0.9871
C 2.6567 2.7277 -0.1997 0.8828
C 1.9774 3.7138 0.7253 2.9429
C 1.4671 4.9725 0.0326 -1.9479
C 2.9343 4.0614 1.8707 -1.5225
C 3.3537 -1.0426 -0.4387 1.1453
C 3.2652 -1.8960 -1.7064 -1.0832
C 4.6090 -1.4400 0.3455 -1.8508
H -5.8988 0.7466 2.7837 0.4143
H -4.3616 -0.1242 2.8264 0.1254
H -5.7914 -0.9196 2.1852 0.3829
H -5.9014 0.7579 0.3505 0.5620
H -3.3680 1.8594 1.5864 -0.3714
H -4.9104 2.6643 1.3985 0.5170
H -3.9246 2.2966 -0.0325 0.2667
H -5.8552 -0.3923 -1.4202 0.3366
H -4.9798 -2.1964 -2.8568 0.3714
H -2.8761 -3.3301 -2.2395 0.3970
H -0.7489 -2.3274 0.6420 -0.7570
H -2.0217 -4.8563 -0.4931 0.3319
H -2.2395 -4.2487 1.1600 0.4392
H -0.6424 -4.7907 0.6122 0.4329
H -0.6471 -3.4207 -2.1987 0.3671
H 0.6707 -3.3657 -1.0285 0.4985
H -0.0121 -1.8623 -1.6623 -0.3928
H -1.3176 -2.3729 4.9617 0.5576
H 0.9479 -2.0265 5.9920 0.4243
H 2.6804 -0.7151 4.7270 0.5729
H 4.6965 0.2670 -2.3749 0.3142
H 4.7380 2.6731 -2.8847 0.3658
H 3.4499 4.2421 -1.4905 0.2768
H 1.1105 3.2123 1.1610 -1.6446
H 2.2861 5.6031 -0.3225 0.4300
H 0.8848 5.5659 0.7405 0.4221
H 0.8255 4.7225 -0.8132 0.3729
H 3.8167 4.5693 1.4714 0.3287
H 3.2660 3.1607 2.3892 0.2851
H 2.4496 4.7249 2.5911 0.4005
H 2.4745 -1.2624 0.1722 -0.5024
H 4.1634 -1.7902 -2.3208 0.4758
H 2.3927 -1.6319 -2.3037 -0.2666
H 3.1827 -2.9516 -1.4402 0.5136
H 5.4956 -1.2900 -0.2782 0.3501
H 4.5675 -2.4975 0.6203 0.4304
H 4.7214 -0.8429 1.2478 0.3928
Cl -2.5361 1.9248 4.3346 -0.3006
Si -1.0582 2.6496 3.0831 0.5529
Cl -1.6043 4.5793 2.5807 -0.3604
Cl 0.6255 2.8142 4.2625 -0.2874
O 1.7723 -2.2603 -5.3946 -0.5714
C 0.5069 -1.7717 -5.4562 0.4502
O -0.2392 -2.1581 -6.3129 -0.5887
C 0.1470 -0.7752 -4.4072 0.3448
C -1.1773 -0.7063 -3.9830 -1.1260
C -1.5350 0.1497 -2.9573 -0.3649
C -0.5736 0.9650 -2.3590 -0.2941
S -1.0445 2.1423 -1.1192 -0.2262
C 0.7406 0.9378 -2.8195 0.2599
C 1.0974 0.0649 -3.8322 -0.9254
H 2.1883 -1.9712 -4.5722 0.3596
H -1.9110 -1.3528 -4.4463 0.4547
H -2.5576 0.1876 -2.6018 0.5000
H 1.4761 1.5975 -2.3768 0.6164
H 2.1265 0.0620 -4.1760 0.7867
```

Summary:
E   -4179.59296 Eh
LUMO level   0.07903 hartree
HOMO energy   -5.85 eV
Charge   -1
Max |F|   0.0043 Eh/bohr

***

No. 2
C17H11ClF3N2O4RuS as an isolated structure, computed with ωB97M-V/def2-TZVPD.

Structure (XYZ):
```
40
Properties=species:S:1:pos:R:3:lowdin_spin:R:1
Ru 0.4093 0.3341 -0.1502 0.8195
C -0.6816 3.0334 -3.3651 0.0053
C -2.0460 3.1884 -3.1711 -0.0018
C -2.6650 2.5145 -2.1351 0.0045
C -1.9063 1.6953 -1.3103 -0.0004
N -0.5812 1.5510 -1.5115 -0.0002
C 0.0168 2.2058 -2.5090 -0.0033
C -2.4003 0.9142 -0.1745 0.0255
C -3.7197 0.8992 0.2633 -0.0068
C -4.0759 0.1198 1.3524 0.0368
C -3.1198 -0.6487 2.0060 -0.0072
C -1.8013 -0.6417 1.5726 0.0295
C -1.4306 0.1439 0.4861 -0.0263
H -0.1583 3.5460 -4.1586 0.0003
H -2.6229 3.8312 -3.8227 -0.0002
H -3.7261 2.6211 -1.9635 0.0002
H 1.0845 2.0632 -2.5994 -0.0006
H -4.4749 1.4940 -0.2349 -0.0013
H -5.1027 0.1103 1.6930 0.0022
H -3.4058 -1.2578 2.8540 -0.0013
H -1.0597 -1.2459 2.0795 0.0014
F 3.2033 -5.2900 -0.1870 0.0001
C 2.3929 -4.3060 -0.6130 0.0006
F 1.1846 -4.8520 -0.8352 0.0011
F 2.8623 -3.8829 -1.7968 0.0001
C 2.3141 -3.1861 0.3859 0.0057
C 2.9348 -3.2643 1.6228 -0.0016
C 2.8312 -2.2135 2.5210 0.0064
C 2.0949 -1.0999 2.1579 -0.0021
N 1.4839 -1.0388 0.9801 0.0031
C 1.5852 -2.0416 0.0861 0.0068
S 0.6559 -1.5796 -1.3386 0.0772
H 3.5028 -4.1492 1.8754 -0.0002
H 3.3191 -2.2493 3.4832 0.0004
H 1.9895 -0.2353 2.7987 -0.0001
O 2.3288 3.0230 -0.6412 0.0011
Cl 2.2676 2.6081 0.7293 0.0023
O 2.5054 3.6738 1.6318 -0.0012
O 3.1480 1.4952 0.9525 0.0007
O 0.8635 2.1174 0.9861 0.0240
```

Summary:
Expectation value of S²   0.7614
Multiplicity   2
E   -2317.55974 Eh
LUMO level (spin up / spin down)   -0.01317 / -0.04991 hartree
HOMO energy (spin up / spin down)   -8.52 / -8.91 eV
Charge   0
Max |F|   0.0136 Eh/bohr

***

No. 3
C31H37BN11O2W as an isolated structure, computed with ωB97M-V/def2-TZVPD.

Structure (XYZ):
```
83
Properties=species:S:1:pos:R:3:lowdin_spin:R:1
W -0.1924 0.2301 1.4138 0.9184
C -0.4364 3.3876 3.2198 0.0016
C -1.0231 3.3008 1.8546 0.0192
C -1.6431 4.3082 1.1340 0.0081
C -1.9712 3.7543 -0.0898 0.0310
N -1.5754 2.4786 -0.0996 0.0005
N -0.9928 2.1751 1.1032 0.0150
B -1.6843 1.3560 -1.1472 0.0001
N -0.2057 0.8379 -1.4057 0.0028
C 0.4603 0.8547 -2.5617 0.0220
C 1.7676 0.4435 -2.3430 0.0064
C 1.8627 0.1799 -0.9871 0.0145
C 3.0169 -0.3052 -0.1837 0.0024
N 0.6578 0.4302 -0.4253 0.0095
N -2.5321 0.2185 -0.4759 0.0014
C -3.7689 -0.1872 -0.7683 0.0028
C -4.1562 -1.1566 0.1410 0.0009
C -3.0899 -1.2924 1.0152 0.0022
C -2.9995 -2.1870 2.2041 0.0010
N -2.1030 -0.4447 0.6469 0.0021
N -2.2713 1.7513 -2.4562 0.0000
C -2.6411 0.9326 -3.4897 0.0000
C -2.7231 1.6915 -4.6177 0.0002
C -2.3570 3.0012 -4.2065 0.0000
C -2.2914 4.2393 -5.0336 0.0000
N -2.0692 3.0216 -2.9211 0.0004
H -0.8449 2.6365 3.8965 0.0003
H -0.6516 4.3662 3.6420 0.0000
H 0.6467 3.2638 3.1888 0.0007
H -1.8206 5.3180 1.4597 0.0001
H -2.4324 4.1778 -0.9648 0.0015
H -0.0301 1.1652 -3.4709 0.0010
H 2.5517 0.3564 -3.0747 0.0001
H 3.9441 -0.1513 -0.7298 0.0000
H 2.9239 -1.3742 0.0219 0.0005
H 3.0782 0.2234 0.7678 0.0009
H -4.3040 0.2343 -1.6025 0.0002
H -5.0923 -1.6867 0.1698 0.0000
H -3.7033 -3.0097 2.0979 0.0001
H -3.2658 -1.6499 3.1157 0.0002
H -2.0013 -2.6088 2.3223 0.0002
H -2.8036 -0.1245 -3.3515 0.0000
H -3.0158 1.3692 -5.6024 0.0000
H -1.6122 4.1080 -5.8758 0.0000
H -1.9459 5.0760 -4.4310 0.0000
H -3.2733 4.4822 -5.4403 0.0000
O -2.2835 -6.2795 -2.3010 0.0000
C -1.5099 -5.2605 -2.8835 0.0000
N -1.0118 -4.3872 -1.8359 -0.0003
C 0.0961 -4.7663 -1.1356 -0.0005
O 0.8376 -5.6643 -1.4544 -0.0004
C 0.4114 -3.9546 0.0997 -0.0005
C 1.1541 -4.5554 1.1106 0.0178
C 1.4786 -3.8176 2.2358 -0.0021
C 1.0746 -2.4992 2.3117 0.0165
N 0.3702 -1.9050 1.3306 0.0046
C 0.0497 -2.6322 0.2420 0.0128
H -2.0205 -7.1378 -2.6467 0.0000
H -2.1228 -4.6573 -3.5546 0.0000
H -0.6486 -5.6499 -3.4215 0.0000
H -1.7218 -3.8773 -1.3326 0.0000
H 1.4683 -5.5840 0.9858 0.0008
H 2.0500 -4.2469 3.0464 -0.0004
H 1.3276 -1.8867 3.1677 0.0006
H -0.4878 -2.1145 -0.5429 0.0007
C -1.0355 -0.2354 4.2711 0.0046
C 0.2476 0.2499 4.8788 -0.0112
C 0.4703 0.3049 6.2420 0.0014
C 1.7031 0.7411 6.7167 -0.0141
C 2.7104 1.1239 5.8410 0.0020
C 2.5246 1.0850 4.4643 -0.0119
C 3.5989 1.5015 3.5026 -0.0017
C 1.2775 0.6449 4.0125 -0.0062
N 0.9588 0.6061 2.6636 -0.0830
H -0.9163 -1.2233 3.8147 0.0029
H -1.4261 0.4813 3.5114 0.0010
H -1.8436 -0.3172 4.9973 -0.0001
H -0.3083 0.0120 6.9344 0.0002
H 1.8799 0.7848 7.7828 -0.0008
H 3.6586 1.4671 6.2343 0.0003
H 4.4102 2.0048 4.0231 0.0000
H 3.2111 2.1781 2.7389 -0.0005
H 4.0218 0.6325 2.9931 -0.0006
```

Summary:
Expectation value of S²   0.7713
Multiplicity   2
E   -2047.93461 Eh
LUMO level (spin up / spin down)   -0.23831 / -0.25785 hartree
HOMO energy (spin up / spin down)   -14.05 / -14.11 eV
Charge   +2
Max |F|   0.0029 Eh/bohr

***

> Which value of charge does entry 1 give?

-1